# 1
Here is a structure of composition C5H10O2 from the Open Molecules 2025 dataset. Energies are from wB97M-V/def2-TZVPD.

XYZ file:
```
17
Properties=species:S:1:pos:R:3
C -2.15710 -0.53220 0.31994
C -1.82637 0.89432 -0.00940
O -0.97033 1.54671 0.54441
C 1.05536 -1.60097 -0.33838
C 1.76552 -0.52234 -0.67123
C 1.74084 -0.16898 0.79317
O 0.96533 -1.39574 1.02416
H -3.17161 -0.58301 0.73499
H -2.15728 -1.13024 -0.59934
H -1.42982 -0.93264 1.02999
H -2.43438 1.35430 -0.81714
H 0.72689 2.48855 -0.79850
H 0.59519 -2.47031 -0.79724
H 2.17807 -0.08694 -1.56800
H 1.28328 2.65674 -1.26474
H 1.14776 0.70158 1.08130
H 2.68864 -0.21882 1.33603
```

Properties
- Gap between HOMO and LUMO: 9.96 eV
- Energy: -9438.639 eV
- HOMO level: -8.90 eV
- Relative energy (zero: lowest compared OMol25 entry of this formula, charge and spin): 101.6 kcal per mole

Here are the Löwdin charges for atoms 1 to 2, given in e: -0.05 -0.30

# 2
Here is a structure of composition C5H10O2 from the Open Molecules 2025 dataset. Energies are from wB97M-V/def2-TZVPD.

XYZ file:
```
17
Properties=species:S:1:pos:R:3
C 0.20709 2.05151 -1.06879
C 0.89669 0.96291 -0.25738
C 0.12524 -0.32998 -0.18724
O -0.59790 -0.67855 -1.21210
C 0.49961 -1.44413 0.75812
C -0.97023 -1.36516 1.18415
O -1.81345 -1.93870 0.39527
H 0.84342 2.93999 -1.13112
H -0.00427 1.70145 -2.08207
H -0.74309 2.34083 -0.60856
H 1.86049 0.69681 -0.71509
H 1.12412 1.30017 0.75981
H -0.92812 -0.04419 0.86611
H -1.28575 -1.42432 -0.75674
H 1.20959 -1.13570 1.52915
H 0.77942 -2.38184 0.27420
H -1.20283 -1.25111 2.25229
```

Properties
- Gap between HOMO and LUMO: 10.21 eV
- Energy: -9439.521 eV
- HOMO level: -9.36 eV
- Relative energy (zero: lowest compared OMol25 entry of this formula, charge and spin): 81.2 kcal per mole

Here are the Löwdin charges for atoms 1 to 2, given in e: -0.09 -0.18

# 3
Here is a cluster of 2 separate species, C5H10O2 in total from the Open Molecules 2025 dataset. Energies are from wB97M-V/def2-TZVPD.

XYZ file:
```
17
Properties=species:S:1:pos:R:3
C -2.62412 1.64815 -1.25487
C -1.29534 0.96064 -1.53365
C -0.42480 0.55550 -0.56379
C 0.96945 0.77983 -0.51369
C 1.76426 -0.04465 0.21093
O 1.71737 -0.27157 1.60465
H -2.52827 2.73777 -1.16109
H -3.33808 1.46128 -2.05867
H -2.98174 1.36660 -0.25638
H -1.18355 0.83860 -2.60789
H -1.01777 -0.01195 0.16851
H 1.50448 1.49014 -1.12573
H 2.64843 -0.59081 -0.08873
H 1.40577 -1.18964 1.71275
O 0.14209 -2.69202 1.55577
H -0.81965 -2.68534 1.48639
H 0.49457 -3.03916 0.72422
```

Properties
- Gap between HOMO and LUMO: 7.19 eV
- Energy: -9437.827 eV
- SMILES string: C/C=C/C=C\O.O
- HOMO level: -7.01 eV
- Relative energy (zero: lowest compared OMol25 entry of this formula, charge and spin): 120.3 kcal per mole

Here are the Löwdin charges for atoms 1 to 2, given in e: -0.12 -0.17

# 4
Here is a cluster of 2 separate species, C5H10O2 in total from the Open Molecules 2025 dataset. Energies are from wB97M-V/def2-TZVPD.

XYZ file:
```
17
Properties=species:S:1:pos:R:3
O 2.36679 0.08283 0.99675
C 1.54067 -0.63249 0.09686
C 0.10407 -0.31561 0.45374
C -0.34847 1.12218 0.17199
C -1.85715 0.95647 0.04174
O -2.05433 -0.43236 -0.33908
C -0.95418 -1.15925 -0.22130
H 3.28454 -0.06513 0.74178
H 1.72897 -0.33500 -0.94561
H 1.70747 -1.71772 0.17484
H -0.01797 -0.53148 1.52661
H -0.06703 1.83052 0.95390
H 0.08577 1.45542 -0.77728
H -2.32134 1.57416 -0.73004
H -2.38937 1.10919 0.98665
H -0.19113 -1.16995 -1.88251
H -0.61733 -1.77179 -1.24905
```

Properties
- Gap between HOMO and LUMO: 8.85 eV
- Energy: -9437.762 eV
- HOMO level: -8.03 eV
- Relative energy (zero: lowest compared OMol25 entry of this formula, charge and spin): 121.8 kcal per mole

Here are the Löwdin charges for atoms 1 to 2, given in e: -0.06 -0.26

# 5
Here is an isolated molecule of C5H10O2 from the Open Molecules 2025 dataset. Energies are from wB97M-V/def2-TZVPD.

XYZ file:
```
17
Properties=species:S:1:pos:R:3
O -1.67939 -0.84124 -1.70496
C -0.28219 -0.75479 -1.49253
C -0.03542 0.33517 -0.46536
C -0.75959 0.06062 0.86031
C 0.20867 0.64129 1.88203
O 1.49536 0.33753 1.37308
C 1.44639 0.45159 -0.04057
H -1.90377 -1.74844 -1.93149
H 0.12554 -1.70278 -1.10628
H 0.24324 -0.52753 -2.43440
H -0.38409 1.28626 -0.88564
H -1.75765 0.50358 0.89576
H -0.86274 -1.02041 1.01404
H 0.12928 0.19233 2.87612
H 0.07131 1.73117 1.97992
H 2.06606 -0.35366 -0.45647
H 1.87899 1.40930 -0.36357
```

Properties
- Gap between HOMO and LUMO: 10.56 eV
- Energy: -9441.512 eV
- SMILES string: OC[C@H]1CCOC1
- HOMO level: -9.67 eV
- Relative energy (zero: lowest compared OMol25 entry of this formula, charge and spin): 35.3 kcal per mole

Here are the Löwdin charges for atoms 1 to 2, given in e: -0.06 -0.25

# 6
Here is an isolated molecule of C5H10O2 from the Open Molecules 2025 dataset. Energies are from wB97M-V/def2-TZVPD.

XYZ file:
```
17
Properties=species:S:1:pos:R:3
C 1.79960 0.92148 -1.69421
C 0.86914 0.03883 -0.85424
C 0.52772 0.68784 0.44596
O 1.36291 1.27025 1.10726
C -0.91583 0.59370 0.90803
O -1.68593 -0.41763 0.30929
C -1.73890 -1.62799 1.03212
H 2.84243 0.83837 -1.37804
H 1.72010 0.69156 -2.76323
H 1.51098 1.97365 -1.55976
H -0.01418 -0.29765 -1.40428
H 1.31149 -0.86846 -0.39683
H -0.92522 0.52380 2.00063
H -1.34603 1.55671 0.60150
H -0.77107 -2.15498 1.06077
H -2.46629 -2.26016 0.51715
H -2.08092 -1.46932 2.06789
```

Properties
- Gap between HOMO and LUMO: 10.20 eV
- Energy: -9441.202 eV
- SMILES string: CCC(=O)COC
- HOMO level: -9.32 eV
- Relative energy (zero: lowest compared OMol25 entry of this formula, charge and spin): 42.5 kcal per mole

Here are the Löwdin charges for atoms 1 to 2, given in e: -0.08 -0.17

# 7
Here is an isolated molecule of C5H10O2 from the Open Molecules 2025 dataset. Energies are from wB97M-V/def2-TZVPD.

XYZ file:
```
17
Properties=species:S:1:pos:R:3
O 2.49362 -0.06669 1.12478
C 1.66188 -0.49474 0.05256
C 0.16533 -0.24556 0.29290
C -0.40382 1.15052 0.04940
C -1.87227 0.89593 -0.00453
O -2.06122 -0.46829 -0.63578
C -0.77103 -1.08122 -0.68452
H 3.38029 -0.42855 0.96855
H 1.96786 0.01043 -0.87741
H 1.78402 -1.57705 -0.09477
H -0.10022 -0.57951 1.30504
H -0.54792 1.92785 0.82229
H 0.04378 1.60473 -0.84831
H -2.34523 1.82002 -0.41983
H -2.23541 0.75733 1.01972
H -0.39605 -1.09090 -1.72798
H -0.76361 -2.13429 -0.34212
```

Properties
- Gap between HOMO and LUMO: 10.54 eV
- Energy: -9440.639 eV
- SMILES string: OC[C@H]1CCOC1
- HOMO level: -9.68 eV
- Relative energy (zero: lowest compared OMol25 entry of this formula, charge and spin): 55.4 kcal per mole

Here are the Löwdin charges for atoms 1 to 2, given in e: -0.07 -0.24

# 8
Here is an isolated molecule of C5H10O2 from the Open Molecules 2025 dataset. Energies are from wB97M-V/def2-TZVPD.

XYZ file:
```
17
Properties=species:S:1:pos:R:3
C -2.16470 0.00245 0.25725
C -1.23925 1.07602 -0.30427
O -0.01374 0.58600 -0.81867
C 0.86103 0.04227 0.12932
C 2.26758 0.09024 -0.46693
C 0.56027 -1.41842 0.45602
O 0.03349 -2.18815 -0.30719
H -1.83483 -0.35158 1.24150
H -3.17716 0.40307 0.37389
H -2.19681 -0.85581 -0.41886
H -1.71408 1.57272 -1.15532
H -1.04001 1.84594 0.46061
H 0.83290 0.62032 1.07116
H 2.56579 1.12772 -0.63752
H 2.25606 -0.43567 -1.42654
H 3.00308 -0.38883 0.18834
H 0.91627 -1.75561 1.45621
```

Properties
- Gap between HOMO and LUMO: 10.55 eV
- Energy: -9441.271 eV
- SMILES string: CCO[C@H](C)C=O
- HOMO level: -9.56 eV
- Relative energy (zero: lowest compared OMol25 entry of this formula, charge and spin): 40.9 kcal per mole

Here are the Löwdin charges for atoms 1 to 2, given in e: -0.08 -0.25

# 9
Here is an isolated molecule of C5H10O2 from the Open Molecules 2025 dataset. Energies are from wB97M-V/def2-TZVPD.

XYZ file:
```
17
Properties=species:S:1:pos:R:3
C -0.78301 2.05121 0.33417
C 0.63756 1.57453 0.31485
C -0.55070 -1.06609 1.32984
O -0.85307 -0.79241 -0.05011
C 0.25369 -0.50429 -0.76585
C 0.83799 -1.60528 -1.59343
O 0.97273 0.51366 -0.44301
H -1.15746 2.33507 -0.67111
H -0.82026 2.94167 0.96902
H -1.50744 1.32370 0.72109
H 1.44974 2.29640 0.27453
H -0.45641 -0.12597 1.87872
H -1.37634 -1.68532 1.68631
H 0.40564 -1.58104 1.45459
H 0.17333 -1.83333 -2.43550
H 1.81159 -1.30078 -1.98120
H 0.96242 -2.54174 -1.02292
```

Properties
- Gap between HOMO and LUMO (spin up / spin down): 8.06 / 7.49 eV
- Energy: -9438.311 eV
- HOMO level (spin up / spin down): -7.06 / -6.55 eV
- Relative energy (zero: lowest compared OMol25 entry of this formula, charge and spin): 109.1 kcal per mole

Here are the Löwdin charges for atoms 1 to 2, given in e: -0.10 -0.18

# 10
Here is an isolated molecule of C5H10O2 from the Open Molecules 2025 dataset. Energies are from wB97M-V/def2-TZVPD.

XYZ file:
```
17
Properties=species:S:1:pos:R:3
C 2.09827 0.77085 -0.15440
O 1.04294 0.68076 0.76090
C 0.39959 -0.55235 0.76840
C -0.75420 -0.59587 1.71680
C -0.99742 -0.71262 0.23557
C -1.55218 0.35521 -0.64869
O -1.29854 0.03190 -2.00891
H 1.76251 0.62916 -1.19313
H 2.88239 0.02619 0.05827
H 2.52152 1.77056 -0.05172
H 1.00097 -1.38802 0.42102
H -0.96458 -1.42126 2.39289
H -0.98476 0.38184 2.13988
H -1.17689 -1.72973 -0.10781
H -2.63549 0.44748 -0.55390
H -1.07956 1.30655 -0.36172
H -0.34301 -0.08188 -2.11016
```

Properties
- Gap between HOMO and LUMO: 10.20 eV
- Energy: -9440.197 eV
- SMILES string: CO[C@H]1C[C@H]1CO
- HOMO level: -9.30 eV
- Relative energy (zero: lowest compared OMol25 entry of this formula, charge and spin): 65.6 kcal per mole

Here are the Löwdin charges for atoms 1 to 2, given in e: -0.10 -0.14

# 11
Here is an isolated molecule of C5H10O2 from the Open Molecules 2025 dataset. Energies are from wB97M-V/def2-TZVPD.

XYZ file:
```
17
Properties=species:S:1:pos:R:3
O 1.32049 1.35506 1.07305
C 0.29262 0.37718 1.22613
C -0.97854 0.96987 0.58557
C -1.09462 0.33184 -0.81529
C 0.21515 -0.42626 -1.01865
O 0.03833 -1.48490 -1.93442
C 0.56680 -0.87635 0.39678
H 2.15352 0.91432 0.87917
H 0.16200 0.15242 2.29355
H -1.86217 0.76569 1.19413
H -0.85489 2.05367 0.53856
H -1.28460 1.05735 -1.61055
H -1.89754 -0.41398 -0.84466
H 0.99509 0.25507 -1.39004
H 0.76549 -2.09232 -1.78855
H -0.12753 -1.67760 0.68992
H 1.59042 -1.26105 0.52530
```

Properties
- Gap between HOMO and LUMO: 10.81 eV
- Energy: -9441.910 eV
- SMILES string: O[C@H]1CC[C@H](O)C1
- HOMO level: -9.98 eV
- Relative energy (zero: lowest compared OMol25 entry of this formula, charge and spin): 26.1 kcal per mole

Here are the Löwdin charges for atoms 1 to 2, given in e: -0.04 -0.37

# 12
Here is an isolated molecule of C5H10O2 from the Open Molecules 2025 dataset. Energies are from wB97M-V/def2-TZVPD.

XYZ file:
```
17
Properties=species:S:1:pos:R:3
C 1.55757 1.95445 -1.35149
C 0.73777 0.74435 -0.94576
C 0.51197 0.65937 0.55275
O 1.14309 1.30567 1.36134
C -0.57346 -0.29151 1.05484
O -1.13737 -1.00230 -0.01194
C -1.65606 -2.25134 0.35754
H 2.10565 1.75780 -2.27777
H 0.91739 2.82656 -1.51174
H 2.27676 2.19340 -0.56344
H -0.24278 0.71324 -1.42922
H 1.24705 -0.17276 -1.27933
H -0.09922 -0.97106 1.77737
H -1.34362 0.27662 1.60627
H -0.86507 -2.93136 0.71307
H -2.11600 -2.67538 -0.53541
H -2.41463 -2.16843 1.15036
```

Properties
- Gap between HOMO and LUMO: 10.50 eV
- Energy: -9441.401 eV
- SMILES string: CCC(=O)COC
- HOMO level: -9.63 eV
- Relative energy (zero: lowest compared OMol25 entry of this formula, charge and spin): 37.9 kcal per mole

Here are the Löwdin charges for atoms 1 to 2, given in e: -0.10 -0.18